# C42H115N5O15

A 13-piece molecular cluster, C42H115N5O15 overall in a non-equilibrium geometry (wB97M-V/def2-TZVPD, the OMol25 dataset).

Each line ends with the Löwdin charge.
Geometry (Å):
O: 4.748 1.411 3.039  -0.0670
O: -5.396 -4.115 2.718  -0.0597
O: 2.699 -5.889 -0.709  -0.1986
O: -3.451 2.635 -3.383  -0.1868
O: -1.179 -2.792 5.290  -0.0831
O: -0.088 -3.114 -3.240  -0.1061
O: -6.958 1.425 3.368  -0.0611
O: 0.932 -0.266 -0.630  -0.2245
O: 0.210 -3.667 3.023  -0.0943
O: -1.510 -1.557 7.833  -0.0704
O: 1.301 -3.831 -5.557  -0.0768
O: 0.178 5.577 2.414  -0.1765
O: 1.042 -0.863 -5.085  -0.0968
O: 4.569 1.922 0.138  -0.0657
O: 1.819 3.945 -3.471  -0.1729
N: 0.470 -0.629 2.252  0.0737
N: -3.682 -0.381 -5.401  0.0468
N: -0.178 2.198 -6.098  0.0539
N: 1.458 -3.357 -0.858  0.0644
N: 2.841 7.960 3.442  0.0375
C: 1.910 6.813 3.596  -0.4351
C: 0.748 4.545 1.660  -0.1289
C: 1.978 -2.795 -6.230  -0.2619
C: -1.975 -2.040 -2.275  -0.0352
C: 2.115 -3.598 4.487  -0.0442
C: -3.801 1.045 -5.106  -0.4216
C: 1.193 6.823 4.941  -0.0562
C: 1.476 0.359 -1.785  -0.0720
C: -8.052 2.688 1.603  -0.0616
C: -3.193 -3.168 2.239  -0.0544
C: 3.006 4.182 -4.178  -0.1092
C: 3.653 -3.374 0.259  -0.0516
C: -5.753 1.718 1.388  -0.0708
C: -1.611 -1.449 5.424  -0.2593
C: 6.805 2.574 -0.588  -0.0590
C: 6.198 0.124 -0.252  -0.0506
C: -1.467 -3.307 -2.958  -0.4860
C: -0.523 -0.309 1.177  -0.4091
C: 0.284 3.407 -5.364  -0.4170
C: 3.230 2.871 4.155  -0.0426
C: 1.120 -1.545 -6.344  -0.2258
C: -2.753 2.875 -2.178  -0.0940
C: 5.705 1.531 -0.628  -0.4951
C: 0.977 2.999 -4.071  -0.2262
C: -5.225 1.544 -5.427  -0.0670
C: 3.384 1.527 3.427  -0.4591
C: 0.150 0.584 0.184  -0.2099
C: 0.431 -5.479 4.681  -0.0434
C: -0.892 4.316 -5.127  -0.0609
C: -3.515 1.270 -3.642  -0.2460
C: -1.043 -0.838 6.682  -0.2243
C: 3.111 -4.927 -1.656  -0.2103
C: 1.130 -4.499 3.777  -0.4666
C: -1.700 0.380 1.853  -0.0476
C: -4.016 -5.373 1.307  -0.0548
C: 2.916 -3.562 -1.058  -0.3886
C: -6.729 2.371 2.304  -0.4963
C: -2.183 -3.658 -4.249  -0.0405
C: 0.975 6.765 2.415  -0.1982
C: 2.985 0.367 4.356  -0.0492
C: -4.366 -3.963 1.710  -0.4796
C: 2.907 -7.209 -1.160  -0.1068
H: 1.457 2.010 -4.141  0.1117
H: 7.008 2.854 0.456  0.0818
H: 3.542 5.018 -3.738  0.0880
H: 6.498 3.552 -0.969  0.0754
H: -8.793 2.988 2.347  0.0750
H: 0.364 -1.294 -4.547  0.0510
H: 0.232 -1.499 2.717  0.0348
H: -1.646 -2.473 7.566  0.0729
H: -0.580 1.100 -0.467  0.1223
H: -4.836 -3.363 0.919  0.1338
H: 1.807 1.393 -1.687  0.0915
H: -0.053 -4.933 5.496  0.0743
H: 0.721 1.416 0.624  0.1274
H: 4.738 -3.449 0.100  0.0857
H: -5.584 -3.244 3.084  0.0817
H: 3.257 -2.829 -1.795  0.1412
H: 0.102 -1.836 -6.625  0.1229
H: 7.010 0.134 0.476  0.0775
H: 7.699 2.180 -1.068  0.0793
H: 2.959 -4.123 4.925  0.0894
H: -0.085 -4.248 2.312  0.0944
H: 1.855 7.178 5.735  0.0731
H: -1.227 -1.749 -1.536  0.0579
H: -0.925 1.743 -5.569  0.0510
H: -1.417 0.176 6.791  0.1214
H: -5.526 1.325 -6.455  0.0731
H: -1.340 -0.828 4.557  0.0970
H: 0.174 2.820 -3.342  0.1115
H: -3.791 -1.005 -4.615  0.0468
H: 2.362 -0.221 -2.043  0.0888
H: -6.379 3.313 2.741  0.1366
H: 0.164 3.645 1.857  0.0752
H: 3.974 -7.489 -1.147  0.0906
H: -1.771 2.406 -2.240  0.0617
H: 0.375 -3.228 -2.373  0.0523
H: -2.505 0.858 -3.454  0.1061
H: -1.723 3.898 -4.547  0.0582
H: -5.999 1.211 -4.730  0.0795
H: 2.291 2.902 4.710  0.0819
H: -6.024 0.710 1.075  0.0870
H: -4.202 0.674 -3.023  0.1381
H: 2.461 -2.813 3.814  0.0611
H: -1.356 4.842 -5.962  0.0800
H: 2.788 4.503 -5.211  0.0799
H: 2.295 -3.092 -7.234  0.1161
H: -2.153 -0.358 2.520  0.0457
H: -2.535 0.531 1.156  0.0717
H: 5.308 1.433 -1.638  0.1260
H: -4.910 -5.937 1.033  0.0822
H: -2.672 3.926 -1.916  0.0960
H: 4.132 -5.112 -2.001  0.1348
H: 2.945 8.444 4.324  0.0563
H: 1.588 -3.073 5.295  0.0811
H: 2.547 -7.367 -2.185  0.0918
H: 0.323 7.486 4.937  0.0827
H: 3.831 0.196 5.034  0.0842
H: 0.749 0.197 -2.591  0.0769
H: 2.681 1.470 2.593  0.1248
H: 2.147 0.695 4.977  0.0746
H: -4.768 1.648 1.860  0.0692
H: 4.805 1.784 1.064  0.0396
H: -3.420 -2.241 2.760  0.0720
H: 1.165 -4.053 -0.173  0.0850
H: 0.679 4.739 0.576  0.0920
H: 0.551 1.484 -6.038  0.0467
H: -8.397 1.830 1.027  0.0819
H: -2.490 -2.967 1.413  0.0759
H: 3.514 -4.194 0.974  0.0716
H: -5.597 2.305 0.478  0.0786
H: 1.444 6.928 1.441  0.1245
H: 3.184 3.622 3.372  0.0512
H: 3.356 -2.462 0.774  0.0676
H: 3.628 3.283 -4.279  0.0912
H: 0.878 5.826 5.244  0.0744
H: 2.527 5.902 3.646  0.1162
H: 2.412 -7.899 -0.478  0.0860
H: 0.042 -0.967 6.610  0.1136
H: 0.930 3.934 -6.071  0.1260
H: 1.810 4.310 1.806  0.0736
H: -1.629 -4.129 -2.245  0.1346
H: 2.908 -2.560 -5.695  0.1166
H: 5.298 1.308 3.819  0.0929
H: -3.250 -3.724 -4.040  0.0838
H: -0.738 -1.260 0.676  0.1163
H: -7.522 1.853 4.020  0.0823
H: -3.386 2.447 -1.390  0.0845
H: -2.503 -3.778 2.838  0.0693
H: -0.597 5.163 -4.486  0.0872
H: -7.929 3.540 0.929  0.0797
H: 6.512 -0.492 -1.097  0.0742
H: -5.257 2.642 -5.391  0.0763
H: -2.709 -1.375 5.365  0.1229
H: -0.871 -2.901 4.376  0.0334
H: 0.255 7.581 2.560  0.1275
H: -3.631 -5.930 2.163  0.0860
H: 1.772 -5.004 3.040  0.1329
H: 3.764 7.627 3.197  0.0666
H: -1.999 -1.258 -3.040  0.0560
H: -0.333 -6.064 4.168  0.0839
H: -4.250 -0.702 -6.169  0.0703
H: -2.042 -2.808 -4.932  0.0692
H: -3.341 -5.379 0.449  0.0769
H: 1.001 -3.441 -4.717  0.0340
H: -1.694 -4.500 -4.731  0.0847
H: 2.650 -0.577 3.939  0.0370
H: -1.386 1.316 2.301  0.0833
H: 2.397 -5.007 -2.488  0.1285
H: -2.959 -2.177 -1.826  0.0839
H: 1.375 -0.765 1.808  0.0601
H: 5.302 -0.374 0.132  0.0679
H: 4.054 2.949 4.861  0.0857
H: 1.125 -6.140 5.204  0.0885
H: 1.288 -2.462 -0.402  0.0576
H: 1.512 -0.888 -7.123  0.1159
H: -3.200 1.598 -5.834  0.1277

Results
Max |F| in hartree/bohr: 0.04966
2S+1: 1
HOMO energy in eV: -8.940
E_tot in eV: -83577.8034
Orbital gap in eV: 9.2
Energy relative to the best compared isomer or geometry (same formula, charge and spin) in kJ/mol: 0.00